The following is a quantum chemistry calculation of 2 unconnected molecules or ions with the total composition C24H43FN at a distorted geometry, from the OMol25 dataset.

Geometry as XYZ:
```
69
Properties=species:S:1:pos:R:3:forces:R:3
C 4.4285 -1.3554 -0.1315 -0.36 -0.86 -0.29
C 3.2853 -2.4310 -0.2660 0.26 0.67 0.42
C 1.8713 -1.8207 0.0400 0.78 -0.25 -0.27
C 1.5020 -0.6127 -0.8770 -1.11 -1.15 0.56
C 0.0826 -0.0718 -0.4434 0.91 0.64 0.19
C 0.2466 1.2055 0.4707 -0.56 -0.34 -0.98
C -1.0534 2.0792 0.3766 0.29 0.56 0.32
C -1.6155 2.5686 1.7501 0.96 -0.07 0.18
C -1.8440 1.4390 2.8083 -0.90 0.54 0.35
C -3.3647 1.0082 2.9361 1.32 -0.08 -0.04
C -3.4474 -0.5358 3.1641 -0.66 0.06 -0.08
C -4.7691 -1.1959 2.6510 0.12 -0.36 0.12
C -5.1312 -0.7460 1.2015 0.18 -0.15 -0.12
C -5.4231 -1.9099 0.2085 0.89 -0.32 0.25
C -5.3422 -1.4982 -1.2941 -1.17 0.13 0.03
C -5.9173 -0.0802 -1.6174 0.41 0.02 -0.82
C -4.8641 1.0814 -1.3892 -0.79 -0.98 -0.14
C -4.5894 1.9915 -2.6226 1.71 1.04 1.47
N -3.6422 3.0621 -2.2006 -0.54 -0.37 -0.08
H 4.3408 -0.8619 0.8595 0.06 -0.02 -0.70
H 5.4225 -1.8386 -0.1761 -0.55 0.20 0.04
H 4.3835 -0.6388 -0.9732 -0.02 -0.10 0.64
H 3.5294 -3.2235 0.4706 -0.34 0.24 -0.37
H 3.3045 -2.9084 -1.2722 -0.04 0.40 0.55
H 1.8393 -1.5050 1.1094 0.03 -0.14 -0.62
H 1.1188 -2.6323 -0.0800 0.31 0.59 0.06
H 1.4338 -1.0033 -1.9183 0.30 0.44 0.53
H 2.2712 0.1822 -0.7944 -0.53 -0.44 -0.22
H -0.5377 0.1513 -1.3371 0.44 0.13 0.55
H -0.4826 -0.8275 0.1443 0.37 0.22 -0.41
H 0.5091 0.8765 1.4958 -0.23 0.26 -0.41
H 1.1145 1.7917 0.0928 -0.54 -0.31 0.26
H -0.7743 2.9986 -0.1874 -0.43 -0.62 0.19
H -1.8184 1.5766 -0.2545 0.36 0.25 0.58
H -0.8387 3.2502 2.1778 -0.48 -0.33 -0.32
H -2.5123 3.2067 1.5881 0.40 -0.59 0.14
H -1.5233 1.8054 3.8119 -0.05 -0.24 -0.64
H -1.2243 0.5461 2.5985 -0.29 0.49 -0.07
H -3.7931 1.5733 3.7945 0.02 -0.48 -0.57
H -3.8666 1.3644 2.0166 0.06 -0.46 0.48
H -2.6085 -1.0710 2.6618 -0.41 0.60 0.16
H -3.3264 -0.7294 4.2520 -0.04 -0.02 -0.56
H -4.6128 -2.3020 2.6336 -0.10 0.65 0.13
H -5.5796 -1.0225 3.3917 0.28 0.05 -0.57
H -5.9872 -0.0359 1.2028 0.65 -0.30 -0.04
H -4.2397 -0.2122 0.8016 -0.76 -0.26 0.19
H -6.3700 -2.4399 0.4650 0.39 0.55 -0.28
H -4.6216 -2.6761 0.3707 -0.54 0.40 -0.02
H -5.9260 -2.2513 -1.8769 0.45 0.36 0.33
H -4.3051 -1.5294 -1.6833 -0.43 0.00 0.38
H -6.1464 -0.0796 -2.7122 0.12 0.02 0.67
H -6.9012 0.1100 -1.1250 0.70 -0.19 -0.07
H -3.9064 0.5787 -1.1067 -0.44 0.51 -0.34
H -5.1651 1.6590 -0.4845 0.21 0.06 -0.78
H -4.0390 1.3991 -3.4065 -1.04 -0.17 0.16
H -5.5209 2.4584 -3.0345 0.30 -0.66 0.10
H -3.3331 2.7891 -1.2590 -0.05 0.18 -0.28
F 7.4733 -0.9242 0.4662 0.10 0.01 0.11
C 8.3301 -0.4930 -0.4733 0.32 0.18 -0.37
C 7.9749 0.5808 -1.2699 -0.20 0.10 0.03
C 8.8630 1.0293 -2.2386 0.15 -0.22 0.10
C 10.0888 0.3941 -2.4060 0.02 0.03 -0.04
C 10.4297 -0.6865 -1.6012 -0.19 0.16 -0.03
C 9.5482 -1.1312 -0.6244 0.03 -0.16 0.12
H 7.0127 1.0568 -1.1298 0.01 -0.04 0.04
H 8.5995 1.8732 -2.8633 -0.03 -0.03 0.03
H 10.7783 0.7429 -3.1650 -0.02 -0.02 0.03
H 11.3823 -1.1833 -1.7345 -0.03 0.00 0.03
H 9.7996 -1.9660 0.0174 -0.05 0.01 0.00
```
Positions in Å, forces in eV/Å.

Summary:
- LUMO: 2.13 eV
- Orbital gap: 3.25 eV
- Total energy: -1094.79319 a.u.
- HOMO: -1.124 eV
- Net charge: -1

Mulliken charges, unit e, in atom order: number 1, C, carries -0.8817; number 2, C, carries -0.6383; number 3, C, carries -0.5858; number 4, C, carries -0.5142; number 5, C, carries -0.3553; number 6, C, carries -0.6639; number 7, C, carries 0.1957; number 8, C, carries -1.1354; number 9, C, carries -0.4285; number 10, C, carries -0.4007; number 11, C, carries -0.8411; number 12, C, carries -0.8828; number 13, C, carries 0.6513; number 14, C, carries -0.9045; number 15, C, carries -0.6706; number 16, C, carries -0.9085; number 17, C, carries 0.3165; number 18, C, carries -0.4704; number 19, N, carries -0.9452; number 20, H, carries 0.2556; number 21, H, carries 0.2931; number 22, H, carries 0.2493; number 23, H, carries 0.3387; number 24, H, carries 0.3410; number 25, H, carries 0.2460; number 26, H, carries 0.3277; number 27, H, carries 0.2938; number 28, H, carries 0.2095; number 29, H, carries 0.4776; number 30, H, carries 0.0610; number 31, H, carries 0.2063; number 32, H, carries 0.4710; number 33, H, carries 0.4035; number 34, H, carries -0.5410; number 35, H, carries 0.3312; number 36, H, carries 0.4678; number 37, H, carries 0.3335; number 38, H, carries 0.2777; number 39, H, carries 0.3864; number 40, H, carries 0.1615; number 41, H, carries 0.2814; number 42, H, carries 0.4162; number 43, H, carries 0.3673; number 44, H, carries 0.3376; number 45, H, carries 0.3690; number 46, H, carries -0.5608; number 47, H, carries 0.2961; number 48, H, carries 0.3041; number 49, H, carries 0.3846; number 50, H, carries 0.2820; number 51, H, carries 0.3695; number 52, H, carries 0.3212; number 53, H, carries -0.4489; number 54, H, carries 0.2358; number 55, H, carries 0.2164; number 56, H, carries 0.3144; number 57, H, carries -0.0179; number 58, F, carries -0.2899; number 59, C, carries 0.3428; number 60, C, carries -0.2857; number 61, C, carries -0.3710; number 62, C, carries -0.4813; number 63, C, carries -0.3318; number 64, C, carries -0.4496; number 65, H, carries 0.4063; number 66, H, carries 0.3554; number 67, H, carries 0.3579; number 68, H, carries 0.3498; number 69, H, carries 0.4014